C24H36BBr2F3NO3 | ωB97M-V with the def2-TZVPD basis set

Structure (ORCA input):
```
! RIJCOSX wB97M-V def2-TZVPD def2/J DEFGRID3
* xyz 1 1
C 3.532 -3.045 3.231
C 2.216 -2.236 3.054
C 2.289 -1.466 1.706
C 0.952 -1.537 0.896
C 1.085 -2.614 -0.226
C 0.490 -0.149 0.461
N -0.958 0.113 0.152
C -1.998 -0.489 1.034
C -1.688 -0.124 2.485
C -1.692 -1.117 3.430
C -1.407 -0.888 4.754
C -1.087 0.390 5.150
C -1.102 1.394 4.218
C -1.404 1.163 2.905
C -1.150 0.227 -1.357
O -1.993 1.294 -1.607
C -3.402 0.977 -1.704
C -3.975 0.958 -3.128
C -1.438 -1.004 -2.196
Br -2.053 -2.662 -1.419
C -1.317 -0.955 -3.529
C -0.888 0.258 -4.314
Br -1.724 -2.459 -4.633
O 0.115 0.754 -1.703
C 1.166 0.629 -0.714
C 1.411 2.082 -0.170
C 1.549 3.166 -1.253
C 0.236 3.787 -1.726
F 0.454 5.115 -1.929
F -0.154 3.323 -2.920
F -0.761 3.716 -0.831
B 2.607 0.181 -1.271
C 2.700 -0.206 -2.800
O 3.735 0.107 -0.529
H 4.336 -2.414 2.847
H 3.443 -3.933 2.603
H 3.686 -3.289 4.281
H 1.343 -2.895 3.072
H 2.088 -1.505 3.856
H 3.125 -1.772 1.078
H 2.447 -0.406 1.968
H 0.226 -1.922 1.617
H 0.339 -3.392 -0.069
H 0.866 -2.169 -1.201
H 2.069 -3.079 -0.226
H 0.716 0.458 1.343
H -1.030 1.110 0.400
H -2.018 -1.573 1.006
H -2.993 -0.087 0.843
H -1.946 -2.118 3.084
H -1.448 -1.735 5.429
H -0.836 0.579 6.187
H -0.852 2.390 4.571
H -1.385 1.984 2.186
H -3.696 0.046 -1.211
H -3.925 1.777 -1.172
H -3.950 -0.054 -3.536
H -5.035 1.213 -3.030
H -3.541 1.710 -3.785
H 0.167 0.435 -4.081
H -0.915 0.047 -5.381
H -1.414 1.169 -4.046
H 2.363 2.066 0.374
H 0.662 2.424 0.556
H 2.106 2.860 -2.142
H 2.120 3.985 -0.811
H 2.369 0.678 -3.365
H 1.952 -0.982 -3.004
H 3.705 -0.491 -3.106
H 3.610 0.335 0.401
*
```

Summary:
- maximum force (Eh/bohr) = 0.0420
- orbital gap (eV) = 9.9
- E (eV) = -182012.830

=====

C19H18BF3N2O5 | ωB97M-V with the def2-TZVPD basis set

Structure (ORCA input):
```
! RIJCOSX wB97M-V def2-TZVPD def2/J DEFGRID3
* xyz 0 1
C 2.732 -2.644 -0.662
C 1.956 -1.419 -0.679
C 2.763 -0.175 -0.968
O 1.190 -1.318 0.470
C 1.823 -1.003 1.743
C 1.433 0.408 2.208
O 1.983 1.380 1.368
C 0.974 2.053 0.660
N -0.277 1.554 0.478
C -1.024 2.095 -0.505
O -2.201 1.531 -0.952
C -2.503 0.163 -0.701
C -3.771 -0.339 -1.118
C -4.127 -1.616 -0.974
C -3.246 -2.469 -0.259
C -2.095 -1.905 0.318
C -1.732 -0.648 0.103
C -1.609 -2.839 1.410
O -2.221 -4.137 1.290
B -3.196 -3.892 0.301
O -4.181 -4.812 0.005
C -0.717 3.284 -1.110
C 0.423 3.946 -0.723
C 0.705 5.300 -1.433
F 1.720 5.143 -2.341
F -0.395 5.773 -2.051
F 1.106 6.209 -0.477
C 1.353 3.287 0.073
C 2.505 3.934 0.576
N 3.464 4.282 1.095
H 2.075 -3.445 -0.358
H 3.521 -2.645 0.049
H 3.158 -2.868 -1.621
H 1.124 -1.574 -1.366
H 2.074 0.679 -0.993
H 3.269 -0.232 -1.888
H 3.450 0.045 -0.159
H 1.403 -1.750 2.488
H 2.973 -0.960 1.675
H 1.678 0.640 3.292
H 0.350 0.535 2.204
H -4.464 0.321 -1.651
H -4.925 -2.111 -1.505
H -0.763 -0.375 0.389
H -1.869 -2.467 2.394
H -0.508 -2.890 1.345
H -3.874 -5.706 0.292
H -1.514 3.679 -1.733
*
```

Summary:
- SMILES = CC(C)OCCOc1nc(Oc2ccc3c(c2)COB3O)cc(C(F)(F)F)c1C#N
- maximum force (Eh/bohr) = 0.0913
- orbital gap (eV) = 8.5
- E (eV) = -42041.839

=====

C31H47BrEuN2P2 | ωB97M-V with the def2-TZVPD basis set

Structure (ORCA input):
```
! RIJCOSX wB97M-V def2-TZVPD def2/J DEFGRID3
* xyz 2 8
N -6.687 5.195 -5.175
C -6.541 5.795 -4.002
C -5.512 5.435 -3.116
C -4.659 4.351 -3.408
C -4.848 3.744 -4.693
C -5.897 4.183 -5.520
C -3.663 3.869 -2.445
Eu -0.014 2.349 0.165
P 5.690 -0.636 0.068
C -2.705 2.948 -2.769
C -2.061 2.052 -1.844
C -0.867 1.402 -2.239
C -0.366 0.344 -1.490
C -1.094 -0.211 -0.396
C -2.166 0.586 0.124
C -2.589 1.744 -0.568
Br 1.479 -0.129 0.973
H -3.709 4.272 -1.424
H -2.464 2.789 -3.831
H -5.379 6.011 -2.195
H -4.231 2.933 -5.077
H -7.261 6.590 -3.752
H -6.109 3.711 -6.477
H -0.372 1.721 -3.161
H -3.390 2.380 -0.180
H 0.618 -0.029 -1.770
H -2.741 0.284 1.007
P -1.049 -2.020 -0.195
C 4.935 1.017 0.293
C 5.975 2.112 0.023
H 4.568 1.094 1.326
H 4.062 1.117 -0.372
H 5.626 3.086 0.368
H 6.915 1.904 0.537
H 6.212 2.213 -1.038
C 4.902 -1.195 -1.522
C 5.701 -2.305 -2.221
H 4.868 -0.299 -2.170
H 3.869 -1.513 -1.286
H 5.325 -2.434 -3.243
H 6.764 -2.042 -2.284
H 5.621 -3.268 -1.703
C 4.814 -1.748 1.246
C 5.550 -1.916 2.573
H 4.714 -2.730 0.760
H 3.808 -1.325 1.395
H 4.930 -2.471 3.281
H 6.478 -2.483 2.464
H 5.798 -0.962 3.039
C -0.784 -2.894 1.362
C -1.517 -4.227 1.452
H -1.086 -2.254 2.216
H 0.307 -3.021 1.459
H -2.526 -4.063 1.854
H -1.623 -4.758 0.503
H -1.011 -4.901 2.146
C 0.332 -2.552 -1.242
C 0.031 -2.591 -2.738
H 0.632 -3.529 -0.846
H 1.178 -1.882 -1.023
H -0.940 -3.046 -2.944
H 0.057 -1.586 -3.168
H 0.794 -3.174 -3.256
C -2.663 -2.551 -0.851
C -3.841 -2.352 0.103
H -2.573 -3.591 -1.215
H -2.813 -1.933 -1.750
H -4.560 -1.681 -0.388
H -4.370 -3.295 0.320
H -3.555 -1.894 1.064
N -0.642 1.453 2.914
C -0.226 0.694 4.074
C 0.741 1.215 4.919
C 0.974 0.615 6.162
C 0.245 -0.525 6.547
C -0.650 -1.101 5.644
C -0.887 -0.509 4.392
H -1.142 2.304 3.196
H -1.295 0.899 2.353
H 1.299 2.111 4.642
H 1.693 1.027 6.867
H 0.390 -0.974 7.532
H -1.199 -2.012 5.914
H -1.620 -0.934 3.711
*
```

Summary:
- relative energy (zero: lowest compared OMol25 entry of this formula, charge and spin) (kcal per mole) = 37.7
- maximum force (Eh/bohr) = 0.0746
- orbital gap (spin up / spin down) (eV) = 4.9 / 3.4
- E (eV) = -143820.772

=====

C3H17N2O5 | ωB97M-V with the def2-TZVPD basis set

Structure (ORCA input):
```
! RIJCOSX wB97M-V def2-TZVPD def2/J DEFGRID3
* xyz 1 1
O 1.186 -0.915 -0.608
C 1.826 0.068 -0.288
N 3.075 0.391 -0.634
C 1.077 1.116 0.550
N -0.353 1.101 0.172
C -1.034 2.342 0.575
H 3.606 -0.266 -1.185
H 3.472 1.271 -0.362
H 1.084 0.844 1.603
H 1.537 2.094 0.463
H -0.827 0.309 0.582
H -0.566 0.839 -0.804
H -1.302 2.347 1.631
H -2.035 2.399 0.147
H -0.452 3.230 0.364
H -0.497 -2.340 -1.066
H 0.892 -2.897 -1.574
O -0.058 -2.966 -1.643
H -1.683 -2.637 -0.132
H -2.171 -1.893 1.135
O -1.749 -1.767 0.280
H -1.158 -0.604 3.709
H -0.320 -1.360 2.532
O -0.723 -0.556 2.859
H -1.172 0.321 -3.469
H -0.601 -0.646 -2.307
O -1.053 0.174 -2.531
*
```

Summary:
- relative energy (zero: lowest compared OMol25 entry of this formula, charge and spin) (kcal per mole) = 11.1
- maximum force (Eh/bohr) = 0.0330
- orbital gap (eV) = 11.4
- E (eV) = -16599.024

=====

C24H26Br2MnN3O3Si | ωB97M-V with the def2-TZVPD basis set

Structure (ORCA input):
```
! RIJCOSX wB97M-V def2-TZVPD def2/J DEFGRID3
* xyz 0 5
Mn -0.182 0.656 0.006
Br -1.858 -1.688 1.074
C -2.993 -0.372 1.866
C -3.895 -0.828 2.785
C -4.810 0.063 3.373
C -4.801 1.375 3.007
C -3.873 1.861 2.056
C -3.890 3.226 1.685
C -2.994 3.709 0.778
C -2.028 2.848 0.219
C -1.954 1.506 0.537
C -2.915 0.989 1.461
H -3.913 -1.875 3.048
H -5.521 -0.306 4.098
H -5.509 2.071 3.435
H -4.631 3.872 2.136
H -3.010 4.752 0.494
H -1.299 3.277 -0.462
C 3.030 -0.514 4.869
N 2.344 -0.373 3.611
C 2.748 -1.013 2.370
C 1.626 -0.560 1.455
O 1.492 -0.796 0.257
N 0.743 0.194 2.146
C 1.184 0.271 3.398
N 0.494 0.910 4.346
H 4.081 -0.719 4.672
H 2.615 -1.324 5.474
H 2.989 0.422 5.427
H 2.777 -2.103 2.452
H 3.712 -0.640 2.015
H -0.255 1.507 4.025
H 0.907 1.112 5.239
Br 0.643 3.836 2.714
C 2.378 3.083 2.543
C 3.143 2.934 3.691
C 4.403 2.367 3.606
C 4.894 1.962 2.373
C 4.130 2.143 1.233
C 2.857 2.706 1.295
C 2.096 2.938 -0.012
O 2.513 3.792 -0.769
O 1.134 2.133 -0.209
H 2.756 3.281 4.638
H 5.008 2.265 4.497
H 5.885 1.536 2.296
H 4.525 1.874 0.262
C -0.638 1.444 -3.319
Si -1.350 0.183 -2.099
C -0.824 -1.561 -2.637
C -3.241 0.260 -2.135
H -1.160 1.377 -4.275
H 0.420 1.258 -3.497
H -0.726 2.464 -2.954
H -1.106 -1.723 -3.679
H -1.314 -2.327 -2.038
H 0.252 -1.705 -2.557
H -3.608 -0.040 -3.118
H -3.600 1.264 -1.927
H -3.679 -0.409 -1.396
*
```

Summary:
- relative energy (zero: lowest compared OMol25 entry of this formula, charge and spin) (kcal per mole) = 5.2
- maximum force (Eh/bohr) = 0.0105
- orbital gap (spin up / spin down) (eV) = 7.8 / 7.2
- E (eV) = -215208.095

=====

C20H27FeN2O3PS | ωB97M-V with the def2-TZVPD basis set

Structure (ORCA input):
```
! RIJCOSX wB97M-V def2-TZVPD def2/J DEFGRID3
* xyz 0 5
C -2.292 0.775 -3.911
C -1.934 -0.429 -3.308
C -1.139 -0.469 -2.131
C -0.755 0.758 -1.553
C -1.051 1.963 -2.220
C -1.845 1.991 -3.380
C -0.912 -1.858 -1.564
C 0.357 -2.752 -1.773
N 1.694 -2.241 -1.926
Fe -0.182 1.089 0.466
C -0.481 3.236 -1.638
P 1.033 2.720 -0.719
H -2.309 -1.382 -3.711
H -2.076 2.941 -3.881
H -2.935 0.754 -4.797
H -1.152 3.708 -0.919
H -0.222 3.989 -2.387
H -1.104 -1.854 -0.487
H -1.697 -2.492 -2.007
H 0.423 -3.414 -0.905
C 1.736 4.179 0.064
C 2.173 2.495 -2.153
H 0.192 -3.380 -2.650
C 1.968 -1.264 -2.945
C 2.580 -2.245 -0.783
H 1.265 1.246 1.311
H 2.464 -1.747 -3.802
H 1.052 -0.771 -3.302
H 2.651 -0.486 -2.555
H 3.351 -3.021 -0.901
H 3.101 -1.279 -0.685
H 2.019 -2.449 0.143
H 2.394 3.470 -2.625
H 3.109 2.047 -1.805
H 1.749 1.844 -2.926
H 1.760 5.020 -0.637
H 1.137 4.429 0.939
H 2.749 3.958 0.415
H 1.398 0.706 0.726
O 0.153 -2.199 1.356
C -0.420 -1.439 2.152
N -0.684 -0.116 1.839
S -1.346 0.822 3.137
O -0.380 1.734 3.689
O -2.658 1.290 2.786
C -1.429 -0.626 4.140
C -1.901 -0.588 5.448
C -1.910 -1.793 6.155
C -1.420 -2.966 5.542
C -0.898 -2.965 4.239
C -0.915 -1.749 3.524
H -2.236 0.365 5.857
H -2.298 -1.800 7.176
H -1.443 -3.890 6.112
H -0.487 -3.862 3.766
*
```

Summary:
- relative energy (zero: lowest compared OMol25 entry of this formula, charge and spin) (kcal per mole) = 11.4
- maximum force (Eh/bohr) = 0.0597
- orbital gap (spin up / spin down) (eV) = 7.2 / 6.7
- E (eV) = -84808.040